Formula: C7H20CeClOSiTi
Source: the Open Molecules 2025 dataset
Level of theory: ωB97M-V with the def2-TZVPD basis set

Calculated values
- DFT total energy (eV) = -66074.432
- ΔE to the lowest compared entry with this formula, charge and spin (kJ/mol) = 60.3
- HOMO (spin up / spin down) (eV) = -1.43 / -4.50

Structure (ORCA input):
```
! wB97M-V def2-TZVPD RIJCOSX def2/J DEFGRID3
* xyz -1 3
Ti 2.064 1.934 -2.665
Cl 3.184 3.793 -2.284
C 1.137 2.222 -4.458
C 3.397 0.429 -2.924
H 1.597 1.586 -5.228
H 0.073 1.963 -4.347
H 1.234 3.284 -4.732
H 3.442 0.209 -4.003
H 3.124 -0.470 -2.357
H 4.376 0.809 -2.595
Ce 1.090 0.536 0.880
C 2.053 -1.505 0.629
C 0.619 0.981 -1.331
H 2.536 -1.678 -0.339
H 2.787 -1.560 1.456
H 1.232 -2.218 0.815
H 0.852 -0.088 -1.632
H -0.497 1.051 -1.286
C -2.780 0.837 3.241
Si -2.071 -0.665 2.357
C -1.530 -1.981 3.579
C -3.342 -1.384 1.177
O -0.735 -0.148 1.501
H -3.697 0.547 3.778
H -3.021 1.635 2.526
H -2.061 1.252 3.960
H -2.362 -2.195 4.269
H -1.257 -2.909 3.054
H -0.652 -1.665 4.161
H -3.628 -0.643 0.412
H -2.922 -2.262 0.660
H -4.243 -1.699 1.724
*
```

=====

Formula: C23H43NO18
Source: the Open Molecules 2025 dataset
Level of theory: ωB97M-V with the def2-TZVPD basis set

Calculated values
- DFT total energy (eV) = -62884.281
- ΔE to the lowest compared entry with this formula, charge and spin (kJ/mol) = 169.1
- SMILES string = C[C@H]1COC(=O)O1.COC(=O)OC.COC(=O)OC.COC(=O)OC.COC(=O)OC.COC(=O)OC.CCCC#N
- HOMO (eV) = -9.61

Structure (ORCA input):
```
! wB97M-V def2-TZVPD RIJCOSX def2/J DEFGRID3
* xyz 0 1
C 2.641 -2.889 -3.972
C 1.983 -2.833 -2.523
C 2.082 -4.097 -1.701
O 2.215 -3.627 -0.393
C 2.590 -2.380 -0.436
O 2.921 -1.742 0.545
O 2.522 -1.886 -1.641
H 3.704 -2.515 -3.990
H 2.015 -2.181 -4.579
H 2.560 -3.844 -4.403
H 0.900 -2.725 -2.715
H 2.888 -4.712 -2.102
H 1.117 -4.678 -1.781
C 2.267 1.150 7.463
O 2.441 -0.035 6.778
C 2.640 -0.046 5.453
O 2.650 1.090 4.690
O 2.726 -1.231 4.859
C 2.911 -1.332 3.492
H 3.132 1.371 8.118
H 1.415 1.214 8.114
H 2.112 1.985 6.816
H 2.057 -1.916 3.048
H 3.855 -1.844 3.231
H 2.746 -0.402 2.967
C -2.358 -0.829 -3.634
O -1.326 -0.201 -4.278
C -0.406 0.541 -3.737
O -0.568 0.895 -2.354
O 0.526 0.876 -4.602
C 1.629 1.472 -4.111
H -2.450 -1.842 -3.951
H -3.328 -0.277 -3.807
H -2.229 -0.795 -2.590
H 2.004 0.940 -3.255
H 1.249 2.429 -3.673
H 2.353 1.785 -4.954
C -6.512 2.992 -2.332
O -5.485 2.185 -1.816
C -5.718 0.999 -1.427
O -6.979 0.292 -1.492
O -4.579 0.338 -1.301
C -4.707 -1.003 -0.695
H -6.217 4.005 -2.663
H -7.182 3.173 -1.533
H -7.108 2.415 -3.075
H -5.225 -1.840 -1.217
H -5.235 -0.807 0.325
H -3.656 -1.344 -0.467
C 5.569 3.947 -0.637
O 4.767 2.990 -0.031
C 3.820 2.285 -0.607
O 3.720 2.240 -2.024
O 2.953 1.795 0.220
C 1.876 1.106 -0.338
H 6.572 3.566 -0.437
H 5.564 4.840 -0.088
H 5.697 3.941 -1.672
H 1.348 1.886 -0.822
H 1.278 0.547 0.329
H 2.236 0.407 -1.055
C -2.544 2.155 0.166
O -2.748 1.399 1.311
C -1.684 1.389 2.101
O -0.393 1.733 1.690
O -1.836 0.978 3.419
C -0.728 0.779 4.204
H -1.926 3.067 0.345
H -3.535 2.565 -0.121
H -2.087 1.576 -0.674
H -0.183 -0.007 3.850
H -1.056 0.436 5.183
H -0.094 1.661 4.146
C -1.787 -2.155 2.021
C -0.544 -1.785 1.192
C -0.838 -1.512 -0.256
C -1.327 -2.673 -1.011
N -1.778 -3.468 -1.683
H -2.477 -2.833 1.529
H -2.432 -1.232 2.245
H -1.500 -2.460 3.105
H 0.138 -2.652 1.111
H -0.064 -0.997 1.750
H 0.003 -1.166 -0.835
H -1.565 -0.639 -0.327
*
```

=====

Formula: C10H20NO3
Source: the Open Molecules 2025 dataset
Level of theory: ωB97M-V with the def2-TZVPD basis set

Calculated values
- DFT total energy (eV) = -18317.249
- ΔE to the lowest compared entry with this formula, charge and spin (kJ/mol) = 385.6
- HOMO (eV) = -12.26

Structure (ORCA input):
```
! wB97M-V def2-TZVPD RIJCOSX def2/J DEFGRID3
* xyz 1 1
C 0.731 0.760 0.275
C 0.331 0.445 -1.178
C 1.544 1.966 0.423
C -0.249 1.641 -1.882
C 0.999 3.247 -0.296
C 0.602 2.990 -1.757
C 0.090 -3.826 -0.752
C 0.529 0.020 2.606
C -0.379 -3.572 0.733
C -2.148 -2.055 1.049
N 0.430 -0.075 1.194
O -0.339 3.818 -2.321
O -3.425 -1.670 1.054
O -1.755 -3.217 0.767
H 1.294 0.113 -1.564
H -0.547 -0.345 -1.142
H 1.627 2.296 1.522
H 2.536 1.829 0.171
H -0.435 1.527 -2.947
H -1.239 1.826 -1.481
H 0.104 3.579 0.161
H 1.600 4.134 -0.210
H 1.513 2.817 -2.298
H -0.348 -4.698 -1.228
H -0.157 -2.895 -1.480
H 1.081 -4.205 -0.591
H 1.409 -0.511 2.971
H -0.318 -0.481 3.068
H 0.548 1.009 2.995
H 0.207 -2.911 1.228
H -0.234 -4.635 1.308
H -1.482 -1.264 1.496
H -0.046 4.638 -2.589
H -4.072 -2.295 0.692
*
```